This record from OMol25 describes a structure of composition C4H9N3 at a distorted geometry. The level of theory is ωB97M-V/def2-TZVPD.

The geometry in ORCA input format:
```
! wB97M-V def2-TZVPD RIJCOSX def2/J DEFGRID3
* xyz 0 1
C -0.468 -0.686 1.376
C -1.236 -0.850 -0.438
C 1.230 0.290 -0.339
C -0.097 0.374 0.432
N 1.287 1.240 -1.314
N 2.133 -0.598 -0.215
N -0.615 1.601 0.491
H 0.714 2.057 -1.143
H 2.196 1.399 -1.718
H 1.881 -1.320 0.451
H -1.499 1.614 0.998
H -1.101 -0.380 2.204
H -0.066 -1.692 1.379
H -1.116 -1.928 -0.472
H -0.979 -0.567 -1.453
H -2.263 -0.553 -0.238
*
```

E: -321.94963 Eh
Relative energy (zero: lowest compared OMol25 entry of this formula, charge and spin): 369.5 kJ/mol
Kohn-Sham gap: 8.498 eV
HOMO energy: -8.47 eV

Mulliken population analysis, charges in e, atoms 1 to 6: C -1.022; C -1.036; C 0.380; C 1.101; N -0.422; N -0.860



This record from OMol25 describes a structure of composition C30H25ClI2N2OPPbS3. The level of theory is ωB97M-V/def2-TZVPD.

The geometry in ORCA input format:
```
! wB97M-V def2-TZVPD RIJCOSX def2/J DEFGRID3
* xyz 1 1
Pb -0.193 -0.019 0.897
I -1.242 1.398 4.027
C 0.593 2.449 4.212
I 2.288 1.406 3.521
H 0.726 2.665 5.264
H 0.492 3.352 3.626
S -2.380 1.181 -0.066
C -2.466 -0.317 -0.972
C -3.555 -0.684 -1.771
C -3.525 -1.893 -2.430
C -2.426 -2.744 -2.295
C -1.391 -2.333 -1.494
N -1.412 -1.149 -0.859
H -4.398 -0.013 -1.851
H -4.363 -2.188 -3.050
H -2.381 -3.699 -2.800
H -0.507 -2.943 -1.341
Cl 2.337 -1.656 -0.173
C 2.909 -0.971 -1.686
C 3.760 -1.764 -2.436
C 4.259 -1.272 -3.631
C 3.907 0.000 -4.061
C 3.053 0.777 -3.294
C 2.532 0.308 -2.087
P 1.420 1.371 -1.093
C 0.572 2.364 -2.353
C -0.339 1.675 -3.158
C -1.017 2.332 -4.170
C -0.800 3.690 -4.378
C 0.092 4.381 -3.573
C 0.781 3.721 -2.560
C 2.517 2.481 -0.172
C 3.899 2.333 -0.133
C 4.664 3.175 0.667
C 4.057 4.163 1.427
C 2.674 4.309 1.401
C 1.907 3.462 0.618
H 4.028 -2.750 -2.082
H 4.923 -1.887 -4.224
H 4.294 0.388 -4.994
H 2.779 1.768 -3.637
H -0.520 0.618 -2.989
H -1.718 1.790 -4.792
H -1.328 4.208 -5.168
H 0.260 5.439 -3.732
H 1.484 4.271 -1.948
H 4.385 1.568 -0.726
H 5.740 3.057 0.691
H 4.659 4.819 2.043
H 2.198 5.081 1.991
H 0.826 3.574 0.607
S -2.926 -2.993 1.833
C -3.533 -3.851 3.260
C -4.060 -3.125 4.327
C -4.520 -3.796 5.448
C -4.467 -5.186 5.495
C -3.954 -5.906 4.427
C -3.480 -5.240 3.304
H -4.113 -2.045 4.271
H -4.933 -3.240 6.280
H -4.836 -5.708 6.368
H -3.919 -6.987 4.467
H -3.073 -5.791 2.466
O 0.743 -2.208 3.487
S -0.597 -2.761 3.507
N -1.384 -2.453 2.247
*
```

E: -4127.12005 Eh
Relative energy (zero: lowest compared OMol25 entry of this formula, charge and spin): 20.9 kJ/mol
Kohn-Sham gap: 7.545 eV
HOMO energy: -10.57 eV

Mulliken population analysis, charges in e, atoms 1 to 6: Pb 0.809; I 0.098; C -0.853; I 0.128; H 0.483; H 0.301



This record from OMol25 describes a structure of composition C37H29CrN2O5 at a distorted geometry. The level of theory is ωB97M-V/def2-TZVPD.

The geometry in ORCA input format:
```
! wB97M-V def2-TZVPD RIJCOSX def2/J DEFGRID3
* xyz 2 4
O -0.780 0.444 5.324
C -1.439 -0.444 4.949
Cr -2.657 -1.635 4.107
C -2.282 -0.554 2.619
O -2.045 0.209 1.765
C -3.950 -0.270 4.400
O -4.561 0.719 4.488
C -3.229 -3.158 5.553
C -1.865 -3.299 5.270
C -1.419 -3.365 3.949
C -2.331 -3.341 2.871
C -1.865 -3.110 1.512
C -1.421 -2.672 0.459
C -0.892 -2.220 -0.750
C -1.759 -1.349 -1.526
C -3.150 -1.403 -1.250
C -4.069 -0.627 -1.946
C -3.637 0.209 -2.984
C -2.267 0.283 -3.272
C -1.337 -0.418 -2.502
C 0.380 -2.782 -1.153
C 0.880 -3.873 -0.388
C 2.070 -4.515 -0.706
C 2.860 -4.045 -1.763
C 2.395 -2.969 -2.534
C 1.146 -2.390 -2.281
C -3.707 -3.222 3.174
C -4.150 -3.156 4.495
H -3.573 -3.056 6.587
H -1.140 -3.326 6.084
H -0.350 -3.410 3.720
H -3.506 -2.069 -0.465
H -5.122 -0.695 -1.673
H -4.357 0.821 -3.530
H -1.922 0.918 -4.087
H -0.280 -0.188 -2.598
H 0.297 -4.241 0.458
H 2.370 -5.381 -0.116
H 3.828 -4.505 -1.965
H 3.007 -2.588 -3.352
H 0.766 -1.643 -2.968
H -4.409 -3.141 2.340
H -5.216 -3.061 4.700
O 3.549 4.521 -0.979
C 2.845 3.982 -1.824
C 3.133 3.637 -3.237
C 2.105 2.842 -3.724
C 2.132 2.332 -5.017
C 3.235 2.658 -5.822
C 4.271 3.476 -5.329
C 4.228 3.975 -4.017
C 1.070 2.709 -2.673
O 0.000 2.108 -2.678
N 1.564 3.447 -1.591
C 0.789 3.667 -0.360
C 0.922 2.476 0.587
C 0.373 2.655 2.017
C 1.439 2.024 2.938
C 2.730 1.974 2.098
N 2.282 2.080 0.745
H 1.308 1.706 -5.359
H 3.299 2.277 -6.843
H 5.114 3.718 -5.978
H 5.002 4.614 -3.595
H 1.187 4.580 0.105
H -0.258 3.801 -0.655
H 0.367 1.645 0.107
H 0.233 3.718 2.254
H -0.590 2.146 2.096
H 1.564 2.579 3.871
H 1.142 0.998 3.178
H 3.408 2.798 2.392
H 3.282 1.034 2.231
H 2.962 2.340 0.049
*
```

E: -2956.88445 Eh
<S²>: 3.81
Relative energy (zero: lowest compared OMol25 entry of this formula, charge and spin): 0.0 kJ/mol
Kohn-Sham gap (alpha / beta): 6.286 / 4.471 eV
HOMO energy (alpha / beta): -11.57 / -13.27 eV

Mulliken population analysis, charges in e, atoms 1 to 6: O -0.310; C 0.447; Cr -0.364; C 0.719; O -0.415; C 0.452



This record from OMol25 describes a structure of composition C24H29As2Cl2CsI2N2O at a distorted geometry. The level of theory is ωB97M-V/def2-TZVPD.

The geometry in ORCA input format:
```
! wB97M-V def2-TZVPD RIJCOSX def2/J DEFGRID3
* xyz 0 1
Cs -16.661 -6.943 3.674
I -9.556 -5.854 6.042
C -11.344 -6.614 5.306
C -12.181 -7.427 6.039
C -13.158 -8.150 5.387
I -14.620 -9.206 6.490
C -13.329 -8.096 3.965
O -14.024 -8.917 3.334
C -12.679 -6.971 3.322
C -13.184 -6.506 1.962
N -14.376 -5.641 2.128
C -14.941 -5.057 0.910
C -16.223 -4.314 1.241
C -16.247 -2.946 1.493
C -17.387 -2.369 2.064
C -18.507 -3.173 2.270
C -18.462 -4.487 1.809
N -17.340 -5.049 1.339
C -11.658 -6.323 3.988
H -12.068 -7.492 7.121
H -13.495 -7.348 1.350
H -12.418 -5.951 1.439
H -14.185 -4.906 2.800
H -15.185 -5.900 0.257
H -14.246 -4.402 0.385
H -15.361 -2.366 1.261
H -17.414 -1.306 2.337
H -19.397 -2.772 2.739
H -19.345 -5.103 1.838
H -11.066 -5.570 3.461
C -17.798 -11.782 4.404
As -17.165 -10.381 3.135
C -15.473 -11.201 2.746
C -18.074 -10.876 1.483
C -18.867 -12.028 1.417
C -19.382 -12.460 0.210
C -19.145 -11.747 -0.949
C -18.419 -10.562 -0.873
C -17.879 -10.115 0.323
As -16.905 -8.397 0.396
C -15.415 -8.780 -0.831
C -18.099 -7.323 -0.749
H -17.583 -12.789 4.041
H -18.875 -11.706 4.570
H -17.284 -11.613 5.346
H -15.646 -12.233 2.376
H -14.853 -11.182 3.644
H -14.934 -10.589 2.001
H -19.078 -12.614 2.311
H -19.983 -13.358 0.181
H -19.556 -12.066 -1.889
H -18.282 -9.987 -1.773
H -15.761 -9.378 -1.675
H -14.649 -9.294 -0.257
H -14.989 -7.838 -1.196
H -18.379 -7.872 -1.648
H -17.610 -6.375 -0.978
H -19.016 -7.118 -0.191
Cl -18.641 -8.844 6.100
C -19.105 -7.304 6.842
Cl -18.999 -5.847 5.819
H -18.451 -7.152 7.702
H -20.150 -7.385 7.129
*
```

E: -7124.11850 Eh
Relative energy (zero: lowest compared OMol25 entry of this formula, charge and spin): 0.0 kJ/mol
Kohn-Sham gap: 6.290 eV
HOMO energy: -6.45 eV

Mulliken population analysis, charges in e, atoms 1 to 6: Cs 1.403; I 0.015; C -0.228; C -0.282; C -0.185; I 0.040



Number 3 is which compound? C37H29CrN2O5